Record 1
50
Properties=species:S:1:pos:R:3:forces:R:3:mulliken_charge:R:1 method="wB97M-V/def2-TZVPD" orbital_gap_ev=8.274 energy_ev=-81060.303 lumo_energy_ev=0.1 homo_energy_ha=-0.29934 total_charge=0
H 0.412 0.749 -4.457 0.2 0.5 -0.3 0.327
F -4.911 0.529 -0.450 0.1 0.1 0.0 -0.320
F -2.547 -0.580 0.482 -0.6 0.1 -0.3 -0.429
C -0.246 0.303 3.270 -0.2 -0.6 -0.1 0.028
N 0.580 2.154 1.928 -0.2 -0.7 0.2 0.086
H -0.524 -2.939 -3.287 0.2 -0.2 0.2 0.359
C 2.198 -2.048 -4.029 0.0 0.1 -0.1 -1.766
O 2.941 -0.756 -0.960 -0.4 0.1 -0.2 -0.490
F -2.517 4.395 -1.749 0.0 -0.1 0.0 -0.320
C -2.533 3.164 -1.209 0.2 -0.1 0.1 0.005
H -0.563 -2.719 2.392 0.1 -0.2 0.0 0.433
N 0.318 -3.090 -2.717 -0.5 -0.2 0.5 -0.240
C -0.417 -1.815 2.949 0.1 -0.1 0.3 -0.560
N -0.428 -0.608 2.326 0.0 0.8 0.4 0.300
H 0.051 -2.981 -1.700 -0.4 -0.3 -0.4 0.315
H -0.621 4.872 3.316 0.0 0.1 0.1 0.449
O -1.048 -0.928 -2.062 0.2 -0.2 -0.2 -0.730
C -0.291 3.903 2.998 0.3 0.2 -0.2 -0.435
C -3.731 2.467 -1.107 0.1 -0.1 0.0 0.637
F -0.184 3.205 -0.862 -0.2 0.4 -0.2 -0.522
S 3.566 -2.667 1.784 0.8 -1.3 0.3 -0.575
C 0.488 3.510 1.947 -0.2 0.3 0.2 -0.557
H 1.649 -1.990 -4.971 0.0 0.0 0.0 0.411
C -1.327 1.298 -0.157 -2.5 1.4 -0.5 1.532
P 2.079 -1.936 -1.170 1.1 -1.4 -0.8 0.835
N -0.651 2.757 3.650 0.0 -0.4 0.1 -0.115
F -4.870 3.011 -1.564 0.2 -0.1 0.1 -0.318
C 1.282 -1.966 -2.843 0.2 1.1 0.7 0.506
N 2.196 -0.267 1.685 1.3 -0.6 0.9 -0.535
O -0.063 -0.056 -4.253 0.0 -0.4 0.4 -0.588
H -0.103 -2.345 5.087 0.0 -0.1 0.1 0.435
H 0.758 -4.001 -2.867 -0.1 0.1 -0.1 0.387
C -2.555 0.658 -0.080 0.6 0.3 0.2 -0.340
H 2.807 -2.951 -3.997 0.0 0.0 0.0 0.419
C -0.101 1.714 2.974 0.2 0.5 -0.2 0.093
H -1.272 2.706 4.441 0.0 -0.1 -0.1 0.219
O 2.867 -3.334 -1.249 -0.4 0.4 -0.4 -0.567
Y 0.627 0.191 0.183 0.9 -0.1 0.3 0.667
C -3.748 1.197 -0.538 0.1 -0.1 0.1 -0.049
C 2.782 -1.289 1.701 -0.6 1.6 0.6 0.741
H 3.382 -3.388 -0.428 0.3 -0.2 0.5 0.193
C -0.206 -1.639 4.289 -0.1 -0.4 -0.3 -0.623
O 0.850 -2.100 -0.277 0.0 0.4 -0.1 -0.541
H 0.129 0.163 5.349 0.0 0.0 -0.1 0.210
H 0.986 4.107 1.208 -0.1 0.1 -0.1 0.475
N -0.111 -0.291 4.483 0.0 0.4 -0.2 -0.035
C -1.375 2.555 -0.742 0.0 -0.7 0.4 -0.187
H 2.869 -1.192 -3.967 0.1 0.0 -0.1 0.406
O 0.928 0.704 -2.048 0.1 -0.2 0.0 -0.702
P 0.197 -0.433 -2.705 -0.8 0.0 -1.4 1.077


Record 2
90
Properties=species:S:1:pos:R:3:forces:R:3:mulliken_charge:R:1 method="wB97M-V/def2-TZVPD" orbital_gap_ev=8.846 energy_ev=-73130.678 lumo_energy_ev=-0.2 smiles="COC[C@H](CCCN)OC.C[N+](=O)[O-].C[N+](=O)[O-].C[N+](=O)[O-].C[N+](=O)[O-].C[N+](=O)[O-].C[N+](=O)[O-].C[N+](=O)[O-].C[N+](=O)[O-].C[N+](=O)[O-]" homo_energy_ha=-0.33226 total_charge=0
H -0.176 0.580 -3.621 0.0 0.0 0.1 0.330
H -1.512 0.620 6.311 0.0 0.0 0.0 0.301
C -1.060 0.977 5.393 0.0 0.0 0.1 -0.668
H -2.198 -7.100 -4.032 -0.1 -0.1 0.0 0.262
N 0.073 6.415 -3.442 0.0 -0.1 0.1 0.925
H -0.470 3.557 2.317 0.0 0.0 0.0 0.256
O -0.418 -4.750 -4.526 0.0 0.0 0.0 -0.549
H -1.380 -2.752 -3.190 0.0 0.0 0.0 0.262
H 1.961 -1.453 -1.466 0.0 0.0 0.0 0.237
C 0.052 2.562 -2.809 0.4 -0.3 -0.3 -0.607
H -1.880 4.493 2.935 0.0 0.0 0.0 0.328
H -1.614 1.576 -3.673 0.0 0.0 0.0 0.331
N -2.883 -7.553 -2.108 0.0 0.0 0.0 1.009
O 1.973 -8.469 -1.930 0.0 0.0 0.0 -0.519
H -0.565 3.360 -2.398 0.0 -0.1 0.1 0.173
H -1.501 -0.412 0.671 0.0 0.0 0.0 0.326
O -2.582 -7.024 -1.052 0.0 0.0 0.0 -0.548
C -1.834 -7.634 -3.158 0.1 0.1 -0.1 -0.789
C -1.502 3.852 2.148 0.0 0.0 0.1 -0.735
H 0.051 6.525 -1.357 0.0 0.0 0.0 0.208
N -1.589 -4.483 -4.347 0.0 0.0 0.0 0.958
O 0.028 -1.301 -2.189 0.0 0.0 0.0 -0.171
H -1.048 2.062 5.337 0.0 0.0 0.0 0.254
H -1.291 7.379 -2.184 0.0 0.0 0.0 0.297
N 2.820 1.367 2.525 0.0 0.0 0.0 0.964
H -0.738 -2.175 2.647 -0.1 0.2 0.0 0.286
H 2.614 -3.833 5.204 0.0 0.0 0.0 0.304
H 0.378 8.060 -2.195 0.0 0.0 0.0 0.256
O 0.134 -9.583 -1.786 0.0 -0.1 0.0 -0.504
H -1.677 -8.682 -3.391 0.0 0.0 0.0 0.307
H 2.867 -0.531 1.627 0.0 0.0 0.0 0.124
H 2.732 -2.287 4.283 0.0 0.0 0.0 0.135
O 1.335 10.342 -1.404 0.0 0.0 0.0 -0.522
C 1.157 -8.974 0.185 0.0 0.0 0.0 -0.717
N -1.885 0.507 4.248 0.1 0.0 0.0 0.963
H 1.551 -2.416 -2.914 0.0 0.0 0.0 0.287
C -1.086 -1.142 -0.032 0.0 0.0 0.0 -0.741
O -0.211 -2.038 0.635 0.0 0.0 0.0 -0.375
O 2.324 0.861 3.515 0.0 -0.1 0.0 -0.499
N 1.169 10.054 -0.237 0.0 0.0 0.0 0.834
H 0.417 2.891 -3.789 -0.1 0.2 0.1 0.388
H 1.441 12.075 0.249 0.0 0.0 0.0 0.307
H 2.029 10.889 1.468 0.0 0.0 0.0 0.285
H -1.920 -1.716 -0.455 0.0 0.0 0.0 0.258
C -0.230 7.162 -2.189 -0.1 -0.1 -0.1 -0.585
O -3.971 -8.015 -2.368 0.0 0.0 0.0 -0.575
O 0.946 8.936 0.181 0.0 0.1 0.1 -0.475
H -0.060 0.584 5.250 0.0 0.0 0.0 0.197
H -1.570 -4.262 -2.275 0.0 0.0 0.0 0.306
C 2.559 -2.749 5.247 0.0 0.0 0.0 -0.642
O -2.498 -4.831 -5.075 0.0 0.0 0.0 -0.560
C 1.191 -2.069 -1.945 0.0 0.0 0.0 -0.739
C -1.922 -3.693 -3.132 -0.1 0.0 0.0 -0.791
H 0.992 -2.930 -1.304 0.0 0.0 0.0 0.227
O -1.942 5.758 0.895 0.0 0.0 0.0 -0.544
H -0.932 -7.185 -2.760 0.0 0.0 0.0 0.323
O -1.086 4.054 -0.106 0.0 0.0 0.0 -0.506
O -1.492 0.827 3.139 -0.1 0.1 0.0 -0.486
H 2.610 0.852 0.510 0.0 0.0 0.0 0.017
C 3.158 0.481 1.375 -0.1 0.0 0.0 -0.467
H -1.471 1.408 -1.011 0.0 0.0 0.0 0.075
H 0.518 0.097 -0.751 0.0 -0.1 0.0 -0.355
H -2.996 -3.551 -3.106 0.0 0.0 0.0 0.364
H 2.051 -8.434 0.470 0.0 0.0 0.0 0.298
O 1.226 6.072 -3.612 0.0 0.0 0.0 -0.543
C -0.764 1.296 -3.044 -0.2 0.2 0.1 -0.877
H 3.239 -2.373 6.006 0.0 0.0 0.0 0.308
C 1.238 11.148 0.771 0.0 0.0 0.0 -0.717
N -1.522 4.620 0.876 0.1 0.1 0.0 0.866
N 1.180 -2.398 5.685 0.0 0.0 0.0 0.880
H 0.251 -8.481 0.527 0.0 0.0 0.0 0.279
O -2.877 -0.145 4.471 0.0 0.0 0.0 -0.553
H -2.256 0.159 -1.975 0.0 0.0 0.0 0.520
O 0.515 -1.705 4.940 0.0 0.0 0.1 -0.447
N 1.091 -9.012 -1.302 -0.1 0.0 0.1 0.876
H 0.282 11.167 1.285 0.0 0.0 0.0 0.282
O -0.840 6.184 -4.207 0.0 0.0 0.0 -0.553
H 1.171 -10.004 0.530 0.0 0.0 0.0 0.292
C -0.369 -0.409 -1.153 0.0 0.0 0.0 1.105
H 1.545 3.214 -1.571 -0.1 0.0 0.0 0.238
O 0.815 -2.822 6.758 0.0 0.0 0.0 -0.534
H 0.975 -2.211 2.257 0.0 0.0 0.0 0.148
H 0.108 -0.664 2.166 0.0 0.0 0.1 0.019
H 1.951 1.919 -2.426 -0.1 -0.1 0.0 0.219
H -2.113 2.964 2.013 0.0 0.0 -0.1 0.289
N 1.186 2.321 -1.891 0.1 0.2 0.0 -0.320
C -1.292 0.637 -1.767 0.0 0.0 0.0 -0.650
H 4.228 0.575 1.212 0.0 0.0 0.0 0.412
C 0.025 -1.739 1.995 0.3 -0.3 -0.1 -0.263
O 3.066 2.546 2.398 0.0 0.0 0.0 -0.573


Record 3
11
Properties=species:S:1:pos:R:3:forces:R:3:mulliken_charge:R:1 method="wB97M-V/def2-TZVPD" orbital_gap_ev=9.303 energy_ev=-22310.489 lumo_energy_ev=0.5 de_lowest_ev=1.166 smiles=CCSP homo_energy_ha=-0.32208 total_charge=0
S -0.883 1.170 -0.440 -0.7 -1.4 1.3 -0.161
H 2.470 -0.405 0.422 -0.5 -0.3 -0.3 0.279
P -2.471 -0.388 0.148 0.8 1.6 -1.7 0.011
H -1.817 -1.482 -0.448 0.0 -0.2 -0.3 0.056
H 1.302 -0.948 -0.839 -0.3 0.3 0.0 0.259
H -1.731 -0.594 1.250 0.5 -0.4 1.7 0.031
H 0.983 1.608 0.879 0.5 0.8 0.5 0.260
C 0.572 0.650 0.684 -1.0 -0.9 -2.0 -0.595
C 1.620 -0.107 -0.230 0.8 1.8 2.1 -0.780
H 0.186 0.243 1.640 0.4 -0.2 -0.8 0.379
H 2.070 0.764 -0.766 -0.5 -1.1 -0.5 0.262